56
Properties=species:S:1:pos:R:3 method="wB97M-V/def2-TZVPD" multiplicity=1 fmax_ev_per_a=4.61 de_lowest_ev=5.4869 e_homo_ha=-0.25683 e_lumo_ev=-1.7
S 1.35 0.97 0.17
S -0.76 3.15 1.50
O -1.61 3.82 0.55
O 1.68 1.38 -1.19
O 0.81 -0.31 0.63
O -0.16 3.91 2.57
N -3.85 -0.98 -1.44
C 5.33 0.90 -0.10
C 3.07 0.78 0.65
C -3.24 -0.21 3.36
C -5.18 -0.42 -1.63
C 0.84 -0.66 -1.96
C -0.35 0.14 -1.46
C 2.49 -2.42 -1.49
C -1.68 1.63 3.67
C 5.67 -0.05 0.87
C -2.57 1.15 1.47
C 2.94 -0.80 -3.22
C -2.42 0.56 4.20
C 3.36 -0.23 1.57
C -1.78 1.92 2.31
C 4.69 -0.61 1.70
C -1.49 -0.64 -1.22
C -2.79 -0.19 -1.48
C -3.72 -2.42 -1.27
C 1.22 -1.87 -1.32
C 0.53 2.29 0.71
C 4.02 1.32 -0.22
C 1.69 -0.23 -3.01
C -3.30 0.08 1.99
C 3.38 -1.87 -2.42
H -1.03 2.23 4.31
H 3.73 2.01 -1.00
H -3.16 -2.89 -2.09
H -3.21 -2.66 -0.33
H 4.94 -1.36 2.46
H 1.38 2.91 1.03
H -2.95 0.87 -1.73
H -4.73 -2.83 -1.25
H -3.93 -0.51 1.32
H 2.55 -0.70 2.12
H 0.57 -2.31 -0.56
H -2.37 0.34 5.27
H 2.78 -3.29 -0.89
H -5.90 -1.23 -1.60
H 1.40 0.67 -3.55
H -0.52 1.20 -1.61
H -5.40 0.30 -0.83
H 6.07 1.33 -0.78
H 4.37 -2.29 -2.56
H -1.34 -1.63 -0.83
H -5.25 0.11 -2.58
H -3.82 -1.04 3.76
H 3.58 -0.38 -3.99
H 6.71 -0.34 0.99
H -2.60 1.40 0.41

---

62
Properties=species:S:1:pos:R:3 method="wB97M-V/def2-TZVPD" multiplicity=1 fmax_ev_per_a=0.90 e_homo_ha=-0.29088 e_lumo_ev=-0.7
Ta -1.80 1.29 -1.11
Se -1.32 0.92 -3.28
S 0.11 2.26 0.02
S -4.04 0.40 -0.89
F -1.65 3.62 -1.62
F -2.90 3.07 0.15
F -3.43 5.03 -1.02
F -3.72 2.90 -1.93
O 1.94 0.18 -1.20
N -1.48 -1.22 -0.93
N -1.77 0.44 1.52
C -2.71 -1.96 -1.27
C -0.51 0.70 2.19
C -2.05 -0.99 1.45
C 4.23 0.43 -0.73
C -2.67 -3.33 -1.49
C 3.16 1.18 -2.97
C 6.43 0.18 0.96
C 6.60 0.68 -0.32
C -3.92 -1.29 -1.33
C -5.07 -1.98 -1.69
C -3.83 -4.02 -1.82
C 0.41 1.55 1.58
C 5.16 -0.20 1.40
C 1.61 1.84 2.24
C -5.03 -3.34 -1.94
C 5.50 0.81 -1.16
C 3.03 0.56 -1.60
C -0.23 0.15 3.44
C -1.08 -1.58 0.46
C 4.07 -0.07 0.56
C 0.96 0.45 4.08
C 1.88 1.29 3.48
C -0.38 -1.69 -1.82
C -2.84 1.16 2.25
B -2.99 3.78 -1.11
H 2.18 1.19 -3.44
H 2.32 2.49 1.75
H -6.01 -1.44 -1.76
H 7.28 0.08 1.62
H -3.77 1.09 1.71
H -0.13 -2.73 -1.59
H -1.02 -2.66 0.56
H 0.49 -1.08 -1.66
H -0.94 -0.49 3.92
H -1.74 -3.88 -1.42
H 3.86 0.61 -3.58
H -2.96 0.73 3.25
H 1.17 0.02 5.06
H 5.64 1.21 -2.16
H -0.08 -1.17 0.62
H -0.70 -1.62 -2.85
H 3.54 2.20 -2.88
H -2.55 2.21 2.35
H 7.58 0.98 -0.66
H -3.78 -5.09 -1.99
H -5.93 -3.87 -2.21
H -1.96 -1.49 2.42
H 5.03 -0.58 2.40
H 3.08 -0.35 0.88
H -3.08 -1.12 1.12
H 2.82 1.53 3.97

---

54
Properties=species:S:1:pos:R:3 method="wB97M-V/def2-TZVPD" charge=+1 multiplicity=1 fmax_ev_per_a=1.79 de_lowest_ev=0.0000 e_homo_ha=-0.41233 e_lumo_ev=-5.3
O 4.78 -0.20 -1.51
N -3.73 4.30 2.24
N -4.09 2.17 2.28
C 1.12 -0.69 -1.85
C -3.19 3.10 1.85
C 2.48 -0.70 -2.15
C -5.16 2.77 2.91
C -0.69 -0.54 -0.04
C -1.65 -1.45 -0.59
C 3.00 -0.02 0.11
C -3.99 0.76 2.03
C 0.65 -0.40 -0.52
C -3.96 -2.25 -0.79
C -2.99 -1.50 -0.14
C 7.42 -3.41 -1.28
C -1.27 -2.46 -1.53
C 1.65 0.03 0.41
C 6.85 -1.11 -0.82
C -3.57 -3.16 -1.79
C -3.18 5.62 2.03
C -2.21 -3.30 -2.11
C 5.65 -1.30 -1.51
C 6.27 -3.55 -2.06
C 5.35 -2.50 -2.16
C 3.43 -0.34 -1.19
C 7.73 -2.18 -0.69
C -4.92 4.11 2.89
B -1.85 2.75 1.09
H -5.99 2.24 3.33
H 4.42 -2.60 -2.73
H -4.19 0.55 0.97
H -4.71 0.19 2.63
H -0.22 -2.58 -1.78
H -0.90 2.99 1.84
H 8.65 -2.04 -0.13
H -5.01 -2.17 -0.50
H 8.09 -4.26 -1.14
H -0.87 -0.15 0.96
H -2.98 0.40 2.28
H 0.42 -0.90 -2.65
H 6.06 -4.49 -2.57
H -5.50 4.93 3.27
H 1.34 0.36 1.39
H -1.84 3.35 0.00
H -2.27 5.78 2.62
H -3.94 6.33 2.38
H -4.32 -3.81 -2.26
H 7.04 -0.14 -0.37
H 2.82 -0.98 -3.16
H 3.76 0.20 0.86
H -1.71 1.49 0.73
H -1.88 -4.08 -2.80
H -2.96 5.82 0.98
H -3.24 -0.96 0.76

---

62
Properties=species:S:1:pos:R:3 method="wB97M-V/def2-TZVPD" charge=+3 multiplicity=1 fmax_ev_per_a=0.70 de_lowest_ev=0.0000 e_homo_ha=-0.58124 e_lumo_ev=-10.9
Sb -0.74 6.04 2.57
Tc -0.75 0.30 1.06
Se -2.65 5.89 3.85
Se -0.40 2.63 0.81
Se 0.58 7.15 1.05
Se 0.28 3.47 2.79
Cl 0.88 0.02 2.82
Cl -3.91 -1.24 4.97
S -2.27 -0.06 2.59
N 3.72 0.30 -2.39
N -2.54 0.86 -0.15
N 1.78 0.36 -0.78
C 2.62 -0.81 -0.50
C 2.44 0.25 -3.18
C 2.59 1.58 -0.63
C -1.67 -1.54 -1.34
C -2.55 0.76 -1.61
C 3.82 -0.89 -1.48
C -2.97 1.83 -2.37
C -0.17 -1.63 6.31
C -1.45 -0.68 4.01
C -0.48 -3.58 0.22
C 3.80 1.57 -1.60
C -0.93 -1.24 -0.19
C 0.60 -1.12 5.27
C -0.29 -2.24 0.55
C -0.07 -0.67 4.15
C -2.19 -1.20 5.08
C -2.28 -0.57 -3.57
C -2.70 0.50 -4.35
C -2.19 -0.46 -2.19
C 1.28 0.27 -2.16
C -1.27 -3.89 -0.88
C -1.83 -2.89 -1.66
C -3.04 1.70 -3.75
C -1.55 -1.67 6.21
H 2.44 1.11 -3.84
H -2.00 -1.50 -4.05
H -3.37 2.53 -4.35
H 2.01 -1.70 -0.58
H -1.44 -4.93 -1.14
H 1.68 -1.08 5.33
H -0.01 -4.35 0.81
H 0.34 -2.02 1.40
H 2.93 1.66 0.40
H -3.27 2.76 -1.90
H -2.43 -3.16 -2.52
H -2.15 -2.07 7.02
H 0.68 -0.63 -2.25
H 2.46 -0.65 -3.78
H 3.79 -1.78 -2.10
H 4.78 -0.84 -0.98
H -3.29 0.27 0.21
H 0.62 1.12 -2.35
H 1.96 2.45 -0.84
H 4.51 0.27 -3.05
H -2.76 0.39 -5.42
H 4.75 1.57 -1.08
H 0.32 -2.00 7.20
H 2.99 -0.74 0.53
H 3.78 2.40 -2.30
H -2.82 1.80 0.09

---

93
Properties=species:S:1:pos:R:3 method="wB97M-V/def2-TZVPD" charge=+1 multiplicity=1 fmax_ev_per_a=3.50 de_lowest_ev=1.9227 e_homo_ha=-0.43587 e_lumo_ev=-4.3
Cl 4.33 2.54 9.61
Cl -9.83 -6.49 -1.28
Cl 2.30 -1.52 -1.53
Cl 5.89 4.96 5.66
Cl -1.49 5.88 3.64
Cl -4.29 5.13 3.88
Cl 8.34 -6.64 -1.67
Cl 7.65 -3.82 -1.45
Cl -7.91 1.32 -4.26
Cl 10.45 -4.77 -2.96
Cl 1.44 -0.01 7.17
Cl 6.55 -0.72 -2.11
Cl -3.39 2.46 -4.04
Cl 5.63 4.54 11.26
Cl 4.57 -3.29 -1.98
Cl 5.80 2.20 6.53
Cl -12.49 -5.44 -4.79
Cl -1.01 3.38 -5.43
Cl 8.33 1.09 -3.52
Cl 2.92 0.72 4.77
Cl -9.18 -3.79 -4.12
Cl -13.46 -2.70 -4.94
Cl 7.14 -5.62 0.77
Cl -15.78 -0.35 -0.87
Cl -6.50 -0.72 -5.78
Cl -6.47 2.05 -6.68
Cl -10.90 -2.34 -2.29
Cl 2.91 -2.04 5.69
Cl 2.19 -4.30 -0.67
Cl -8.11 -7.94 -3.11
Cl 5.90 2.10 -2.28
Cl -8.07 -2.64 -1.70
Cl 8.17 3.23 5.21
Cl 12.07 -3.54 -5.03
Cl -3.42 6.83 1.68
Cl 9.94 -2.03 -3.76
Cl -7.00 -6.78 -0.69
Cl -13.15 -0.77 0.29
Cl -13.40 0.57 -2.27
Cl 3.50 5.32 9.45
Cl -0.76 2.03 -2.87
Cl -14.26 -4.64 -6.95
N 4.68 2.43 1.71
C -12.97 -4.12 -5.87
C -1.68 2.13 -4.38
C -8.21 -6.60 -1.97
C 8.21 -5.26 -0.58
C -6.50 0.98 -5.28
C 1.57 3.06 2.09
C 5.81 1.79 1.66
C 2.87 -0.35 6.19
C 4.24 0.52 0.45
C -3.16 6.40 3.38
C -0.06 1.87 -0.17
C 2.81 -3.18 -1.89
C 4.86 4.22 9.71
C 2.11 2.02 1.21
C 11.18 -3.27 -3.53
C 3.56 1.48 1.47
C -0.59 2.91 0.73
C 6.41 3.31 5.31
C 1.32 1.43 0.10
C -14.07 -0.67 -1.21
C 0.19 3.50 1.82
C 5.54 0.25 1.34
C 7.21 0.92 -2.17
C -9.28 -2.45 -2.98
H -9.07 -1.53 -3.52
H 7.76 1.10 -1.24
H 11.88 -2.92 -2.78
H 6.00 3.02 4.34
H 2.14 3.52 2.93
H 3.64 -0.38 0.14
H -1.65 3.23 0.54
H -5.61 1.16 -4.69
H 1.78 0.64 -0.55
H -14.00 -1.63 -1.72
H 9.20 -5.05 -0.19
H 2.40 -3.47 -2.85
H 6.40 -0.29 0.87
H 6.85 2.18 1.77
H -3.34 7.28 3.99
H 4.60 3.43 1.89
H -12.11 -3.85 -6.47
H 3.75 -0.15 6.79
H -0.30 4.27 2.47
H -1.61 1.18 -4.89
H -8.00 -5.68 -2.50
H 3.48 0.87 2.41
H 4.64 1.01 -0.48
H -0.68 1.42 -1.00
H 5.58 4.40 8.92
H 5.21 -0.31 2.26

---

65
Properties=species:S:1:pos:R:3 method="wB97M-V/def2-TZVPD" multiplicity=1 fmax_ev_per_a=0.60 de_lowest_ev=0.0000 e_homo_ha=-0.31072 e_lumo_ev=-0.3
Ir 1.19 -1.42 0.58
Cl -3.47 5.09 0.05
P 2.45 -2.73 2.73
P 4.39 -1.44 0.60
O 5.58 -2.05 -0.05
O -0.74 -1.52 1.23
O 3.10 -1.40 -0.21
O 2.50 -3.49 3.98
O -3.30 -0.61 1.39
O 1.69 -3.27 1.51
O -0.38 -0.68 3.29
O 1.94 -1.20 2.74
O 4.66 0.00 1.23
N 4.54 -3.86 1.59
N 0.58 -0.40 -0.74
C -4.09 2.48 -0.29
C 0.10 0.35 -1.62
C -0.71 4.03 -1.96
C -4.05 1.13 0.03
C -2.48 2.98 1.43
C -1.89 -1.97 -3.79
C 0.06 4.58 -0.95
C -1.34 -1.36 -2.68
C 0.86 2.39 -0.38
C -0.71 -0.44 -5.22
C -0.17 0.18 -4.11
C -4.88 0.13 -0.71
C 0.84 3.75 -0.15
C -0.48 -0.27 -2.83
C -3.32 3.40 0.42
C -2.43 1.63 1.77
C 0.09 1.83 -1.40
C -3.23 0.72 1.09
C -1.11 -1.07 2.36
C -1.57 -1.52 -5.06
C 5.15 -2.10 3.21
C 4.17 -2.49 2.11
C -0.71 2.66 -2.18
C -2.62 -1.05 2.54
H 4.13 0.68 0.80
H 4.77 -4.50 2.35
H 1.44 4.17 0.64
H 6.17 -2.05 2.83
H -2.87 -0.45 3.42
H 0.92 -1.01 3.10
H -0.45 -0.09 -6.21
H -1.33 4.67 -2.58
H -4.73 2.83 -1.08
H 3.75 -4.24 1.06
H 5.09 -2.82 4.03
H -1.33 2.24 -2.96
H 5.34 -3.70 0.94
H -1.87 3.70 1.96
H -4.24 -0.63 -1.18
H -1.57 -1.71 -1.68
H 4.88 -1.12 3.60
H 0.04 5.64 -0.77
H -2.00 -2.00 -5.93
H -5.55 -0.41 -0.03
H -2.56 -2.81 -3.67
H -1.77 1.32 2.57
H 0.51 1.02 -4.23
H -5.47 0.61 -1.48
H -2.95 -2.08 2.71
H 1.46 1.74 0.24

---

56
Properties=species:S:1:pos:R:3 method="wB97M-V/def2-TZVPD" charge=+1 multiplicity=6 fmax_ev_per_a=5.05 de_lowest_ev=0.9645 e_homo_ha="-0.33669 / -0.40807" e_lumo_ev="-3.4 / -3.8"
Fe -0.55 0.56 2.05
Si 0.05 -0.45 -1.90
N -2.13 -2.77 3.30
N -1.66 -0.94 2.10
N 0.84 -2.14 4.61
N 0.71 -0.42 3.20
C 3.55 0.35 -4.21
C 1.94 -1.32 4.86
C -2.01 1.94 2.04
C 1.87 -1.78 -3.69
C -3.10 2.43 -3.65
C 2.44 0.52 -3.36
C -2.99 -1.28 1.90
C -1.45 1.81 3.35
C 3.83 -0.88 -4.82
C -0.96 2.35 1.15
C 2.50 -1.03 0.42
C -1.03 1.22 -3.87
C -2.05 1.97 -4.44
C 1.53 -0.54 -3.11
C -2.20 1.27 -1.74
C 2.95 -1.93 -4.56
C -3.28 -2.44 2.59
C -3.15 2.13 -2.29
C 0.12 -1.60 3.57
C 1.82 -0.25 4.02
C -0.06 2.15 3.27
C -1.15 -1.88 2.98
C -1.15 0.75 -2.55
C 0.25 2.44 1.91
H -2.01 -3.57 3.95
H 2.42 -0.18 1.16
H 3.08 -0.62 -0.42
H -0.50 -1.90 -1.71
H 2.32 1.47 -2.83
H 0.61 2.27 4.10
H 4.69 -1.01 -5.48
H -2.00 2.20 -5.50
H 2.66 -1.55 5.64
H 2.92 -1.89 1.04
H -3.93 2.55 -1.65
H -2.27 0.96 -0.70
H 1.54 -1.28 0.01
H 3.13 -2.89 -5.04
H -2.00 1.59 4.26
H 0.60 -3.03 5.05
H -3.88 3.04 -4.09
H -4.18 -3.01 2.64
H -3.06 1.84 1.78
H 1.21 2.77 1.52
H -3.61 -0.66 1.29
H 4.22 1.18 -4.41
H -1.06 2.61 0.11
H 2.48 0.61 3.94
H 1.30 -2.66 -3.37
H -0.16 0.94 -4.44